# 1
Computed, not measured: C5H8N4O as an isolated structure in a non-equilibrium geometry, with the ωB97M-V functional and the def2-TZVPD basis.

- total energy (Ha) = -489.47989
- highest occupied orbital energy (eV) = -9.125
- orbital gap (eV) = 9.410
- ΔE to the lowest compared entry with this formula, charge and spin (eV) = 4.056

ORCA input file:
```
! RIJCOSX wB97M-V def2-TZVPD def2/J DEFGRID3
* xyz 0 1
N -0.30 1.81 0.48
C -0.48 0.40 0.75
C -1.77 -0.18 0.24
N -2.73 -0.89 0.35
C 0.71 -0.39 0.26
C 0.95 -1.71 -0.04
N 2.29 -1.92 -0.25
C 2.86 -0.75 -0.07
N 1.94 0.21 0.19
H -0.50 2.08 -0.47
H -0.76 2.42 1.15
H -0.54 0.28 1.85
H 0.22 -2.52 -0.07
H 3.93 -0.56 -0.01
H 2.11 1.20 0.35
O -2.72 0.46 -1.61
H -3.36 -0.42 -1.03
H -1.87 0.47 -2.06
*
```

---

# 2
Computed, not measured: C13H15N3O2S as an isolated structure in a non-equilibrium geometry, with the ωB97M-V functional and the def2-TZVPD basis.

- total energy (Ha) = -1216.85273
- highest occupied orbital energy (eV) = -8.234
- orbital gap (eV) = 7.403
- ΔE to the lowest compared entry with this formula, charge and spin (eV) = 13.898

ORCA input file:
```
! RIJCOSX wB97M-V def2-TZVPD def2/J DEFGRID3
* xyz 0 1
C 1.98 1.31 -1.74
C 1.03 1.44 -0.78
C -0.18 2.13 -1.14
C -1.27 2.25 -0.21
C -1.09 1.77 0.99
C 0.02 1.25 1.55
C 0.97 0.94 0.72
O 2.20 0.52 0.93
C 2.64 -0.69 0.40
C 2.01 -2.00 1.00
C 0.41 -1.77 0.72
C 0.08 -1.69 -0.87
O 0.98 -2.17 -1.78
N -1.06 -1.25 -1.06
C -2.14 -0.99 -0.44
N -2.31 -1.17 1.09
N -3.33 -0.83 1.52
C -4.19 -0.20 0.69
S -3.44 -0.07 -1.09
H -5.13 0.32 0.96
H -1.26 -1.20 -2.19
H -0.08 -2.83 1.15
H -0.05 -1.08 1.32
H 2.39 -2.77 0.72
H 2.09 -1.86 1.85
H 3.83 -0.74 0.80
H 2.67 -0.89 -0.60
H 0.30 1.22 2.50
H -1.94 2.12 2.00
H -2.22 2.72 -0.41
H -0.49 2.45 -2.19
H 1.85 0.31 -2.44
H 1.82 2.11 -2.57
H 2.90 1.30 -1.42
*
```

---

# 3
Computed, not measured: C32H38BiN9SSe as an isolated structure in a non-equilibrium geometry, with the ωB97M-V functional and the def2-TZVPD basis.

- total energy (Ha) = -4749.12590
- highest occupied orbital energy (eV) = -4.561
- orbital gap (eV) = 2.800

ORCA input file:
```
! RIJCOSX wB97M-V def2-TZVPD def2/J DEFGRID3
* xyz 0 1
Bi -0.60 0.31 -0.60
C -3.99 -0.10 3.01
C -2.49 -0.44 2.98
C -1.64 0.76 3.33
C -1.27 0.99 4.65
C -0.49 2.08 5.00
C -0.06 2.95 4.02
C -0.42 2.77 2.69
C 0.07 3.75 1.65
C 1.49 3.41 1.19
C -1.22 1.67 2.35
N -1.64 1.49 1.00
C -2.72 2.13 0.60
C -3.11 1.99 -0.74
C -4.18 2.50 -1.49
C -4.02 2.00 -2.78
C -2.88 1.21 -2.79
N -2.31 1.20 -1.56
H -4.57 -1.00 2.80
H -4.23 0.64 2.25
H -4.28 0.29 3.98
H -2.22 -0.80 1.99
H -2.30 -1.24 3.70
H -1.61 0.31 5.42
H -0.22 2.25 6.03
H 0.54 3.81 4.29
H 0.07 4.75 2.08
H -0.60 3.76 0.79
H 2.18 3.46 2.03
H 1.82 4.11 0.42
H 1.52 2.40 0.77
H -3.27 2.76 1.29
H -4.97 3.13 -1.13
H -4.66 2.20 -3.63
H -2.45 0.66 -3.61
S 2.51 -1.27 0.20
C 3.29 -2.84 0.46
N 2.51 -3.94 0.28
C 3.04 -5.16 0.53
C 4.33 -5.27 0.96
C 5.07 -4.09 1.09
N 4.54 -2.90 0.85
H 1.58 -3.86 -0.21
H 2.37 -6.00 0.37
H 4.77 -6.23 1.18
H 6.12 -4.10 1.38
Se 0.13 -4.31 -1.41
C -0.78 -3.15 -0.43
N -1.30 -2.29 0.17
N 1.66 -0.68 7.24
C 1.77 -0.71 6.09
C 1.89 -0.77 4.67
C 2.71 0.12 3.99
C 2.86 0.01 2.62
C 2.18 -1.00 1.94
C 1.31 -1.85 2.61
C 1.17 -1.74 3.98
H 3.24 0.89 4.54
H 3.50 0.68 2.07
H 0.76 -2.60 2.06
H 0.50 -2.40 4.52
C -0.63 -2.24 -5.11
N -0.41 -0.82 -5.31
C -1.16 -0.27 -6.43
C -0.10 -0.03 -4.23
N -0.21 -0.43 -3.00
N 0.35 1.23 -4.54
C 1.24 1.42 -5.68
C 0.53 2.21 -3.49
H -0.49 -2.74 -6.07
H -1.64 -2.47 -4.75
H 0.10 -2.64 -4.41
H -2.20 -0.61 -6.40
H -0.73 -0.60 -7.38
H -1.16 0.82 -6.40
H -0.63 -1.35 -2.93
H 1.30 0.52 -6.27
H 2.25 1.66 -5.32
H 0.89 2.24 -6.30
H -0.36 2.24 -2.86
H 0.66 3.19 -3.96
H 1.40 1.99 -2.87
*
```

---

# 4
Computed, not measured: C35H29ClIrN4O2S as an isolated structure, with the ωB97M-V functional and the def2-TZVPD basis.

- total energy (Ha) = -2683.05760
- highest occupied orbital energy (eV) = -9.825
- orbital gap (eV) = 6.554
- ΔE to the lowest compared entry with this formula, charge and spin (eV) = 0.218

ORCA input file:
```
! RIJCOSX wB97M-V def2-TZVPD def2/J DEFGRID3
* xyz 1 1
Ir -2.12 -0.39 -0.14
C 4.11 0.45 -5.56
O 4.79 0.64 -4.33
C 4.32 1.59 -3.49
C 3.18 2.35 -3.71
C 2.78 3.29 -2.77
C 3.51 3.48 -1.61
C 4.69 2.76 -1.42
C 5.08 1.80 -2.33
N 3.23 4.47 -0.61
N 2.10 4.66 -0.14
C 0.99 3.78 -0.41
C -0.11 4.28 -1.07
C -1.23 3.48 -1.35
C -1.28 2.18 -0.91
O -2.30 1.35 -1.13
C -0.20 1.70 -0.13
N -0.35 0.42 0.36
C 0.64 -0.13 1.03
C 1.83 0.57 1.30
C 1.98 1.86 0.88
C 0.95 2.46 0.11
H 4.65 -0.33 -6.09
H 4.10 1.36 -6.16
H 3.08 0.12 -5.39
H 2.61 2.24 -4.62
H 1.90 3.88 -2.97
H 5.30 2.97 -0.55
H 5.99 1.23 -2.19
H -0.08 5.30 -1.41
H -2.05 3.88 -1.92
H 0.49 -1.13 1.39
H 2.60 0.07 1.87
H 2.87 2.41 1.12
Cl -7.07 -3.45 -0.49
C -5.52 -2.87 -0.97
C -4.47 -3.79 -1.15
C -3.22 -3.35 -1.51
C -2.98 -1.98 -1.73
C -1.64 -1.39 -1.83
C -4.05 -1.08 -1.58
C -5.32 -1.53 -1.18
H -4.67 -4.84 -1.01
H -2.42 -4.06 -1.63
H -1.51 -0.66 -2.63
H -0.81 -2.09 -1.79
H -3.93 -0.04 -1.89
H -6.14 -0.83 -1.08
N -2.33 -2.06 1.11
S -2.06 -2.18 2.69
C -0.50 -2.99 2.95
C 0.24 -3.42 1.87
C 1.41 -4.15 2.09
C 1.80 -4.45 3.39
C 1.02 -4.05 4.47
C -0.14 -3.33 4.26
C -1.70 -0.46 3.03
C -0.55 -0.02 3.66
C -0.32 1.35 3.78
C -1.24 2.26 3.27
C -2.40 1.81 2.66
C -2.64 0.45 2.54
H -3.06 -2.72 0.87
H -0.10 -3.20 0.86
H 2.00 -4.48 1.25
H 2.70 -5.02 3.56
H 1.32 -4.31 5.47
H -0.77 -3.04 5.09
H 0.19 -0.72 4.01
H 0.58 1.70 4.26
H -1.05 3.32 3.36
H -3.12 2.52 2.27
H -3.56 0.09 2.08
*
```

---

# 5
Computed, not measured: C14H27Cl3F3N3O5 as an isolated structure in a non-equilibrium geometry, with the ωB97M-V functional and the def2-TZVPD basis.

- <S²> = 0.75
- total energy (Ha) = -2770.21287
- highest occupied orbital energy (alpha / beta) (eV) = 0.234 / -6.467
- orbital gap (alpha / beta) (eV) = 2.063 / 8.752

ORCA input file:
```
! RIJCOSX wB97M-V def2-TZVPD def2/J DEFGRID3
* xyz -1 2
C 4.71 4.32 -1.42
O 4.51 5.50 -1.88
N 3.85 3.25 -1.60
C 4.33 1.84 -1.48
C 2.48 3.42 -2.09
H 5.65 3.97 -0.97
H 5.37 1.82 -1.13
H 4.51 1.32 -2.42
H 3.76 1.18 -0.83
H 1.91 3.26 -1.17
H 2.16 4.40 -2.43
H 2.32 2.69 -2.88
C -1.20 -1.04 -2.92
O -1.80 -0.20 -2.23
N -0.08 -0.77 -3.63
C 0.57 -1.80 -4.44
C 0.60 0.47 -3.68
H -1.46 -2.10 -3.00
H -0.06 -2.67 -4.66
H 1.42 -2.12 -3.84
H 1.06 -1.59 -5.39
H 0.72 0.79 -4.72
H 0.11 1.33 -3.22
H 1.59 0.45 -3.24
C 0.31 -4.77 -1.04
O -0.88 -4.55 -1.17
N 1.21 -3.76 -0.72
C 2.64 -3.95 -0.61
C 0.71 -2.51 -0.24
H 0.83 -5.73 -1.23
H 2.89 -3.95 0.45
H 3.08 -3.15 -1.20
H 2.93 -4.87 -1.11
H 0.86 -2.27 0.82
H 1.15 -1.73 -0.85
H -0.35 -2.33 -0.43
C -5.99 0.06 6.72
C -4.49 0.03 6.49
O -4.26 0.22 5.09
C -3.02 0.63 4.66
O -2.03 0.88 5.31
C -2.91 0.62 3.16
F -3.93 -0.02 2.51
F -2.95 1.87 2.76
F -1.81 0.08 2.78
H -6.28 -0.22 7.73
H -6.46 -0.48 5.90
H -6.14 1.13 6.59
H -4.15 -0.94 6.85
H -4.06 0.90 6.99
C -0.86 2.08 -0.17
Cl -0.96 3.18 -1.58
Cl -1.03 3.32 1.17
Cl 0.65 1.11 -0.16
H -1.72 1.42 -0.23
*
```

---

# 6
Computed, not measured: C2H2N2O2 as an isolated structure in a non-equilibrium geometry, with the ωB97M-V functional and the def2-TZVPD basis.

- total energy (Ha) = -337.28343
- highest occupied orbital energy (eV) = -10.613
- orbital gap (eV) = 10.378
- ΔE to the lowest compared entry with this formula, charge and spin (eV) = 3.837

ORCA input file:
```
! RIJCOSX wB97M-V def2-TZVPD def2/J DEFGRID3
* xyz 0 1
C 0.24 -0.67 -0.28
C -0.85 1.13 -0.16
H 1.49 -1.90 0.46
H -1.62 1.99 -0.27
N -0.85 -0.18 -0.80
N -0.19 1.16 0.86
O 1.18 -1.57 -0.70
O 0.59 0.03 0.89
*
```